Arrangement A

Density functional theory data (the ωB97M-V functional and the def2-TZVPD basis) for 13 unconnected molecules or ions with the total composition C47H115NO15P.

## Properties
HOMO   -11.68 eV
Charge   +1
Spin multiplicity   1

Positions of all 179 atoms, in Å:
C 2.58 -2.65 -1.07
C 1.43 -2.27 -0.18
O 1.27 -3.24 0.87
P 0.23 -2.84 2.02
O -1.13 -2.59 1.50
C 0.88 -1.40 2.88
C -0.25 -0.41 3.21
C -0.93 0.19 2.01
C -2.31 0.42 2.00
C -2.95 0.93 0.88
C -2.20 1.17 -0.25
N -0.88 0.98 -0.22
C -0.23 0.53 0.87
O 0.41 -4.00 3.07
C -0.41 -5.20 2.93
C -1.79 -5.04 3.55
H 2.61 -1.93 -1.89
H 3.49 -2.51 -0.49
H 2.49 -3.67 -1.44
H 1.68 -1.32 0.29
H 0.48 -2.18 -0.73
H 1.70 -0.91 2.34
H 1.32 -1.72 3.83
H 0.11 0.38 3.87
H -1.01 -0.95 3.78
H -2.88 0.18 2.89
H -4.01 1.10 0.87
H -2.63 1.53 -1.17
H -0.34 1.16 -1.07
H 0.84 0.43 0.79
H 0.16 -5.97 3.45
H -0.46 -5.50 1.88
H -2.56 -5.13 2.79
H -1.94 -5.77 4.34
H -1.86 -4.04 3.99
C -1.14 1.98 7.44
C -1.21 2.32 5.96
C -1.96 3.61 5.69
O -1.81 1.25 5.22
H -2.15 1.85 7.84
H -0.60 1.05 7.60
H -0.65 2.77 8.00
H -0.19 2.40 5.57
H -2.99 3.54 6.04
H -1.98 3.82 4.62
H -1.49 4.46 6.20
H -2.71 1.14 5.54
C -1.39 -0.82 -3.66
C -1.09 0.64 -3.96
C -1.28 0.98 -5.42
O 0.24 0.96 -3.52
H -0.70 -1.48 -4.19
H -1.27 -1.00 -2.59
H -2.41 -1.08 -3.94
H -1.75 1.28 -3.36
H -0.59 0.38 -6.04
H -1.06 2.03 -5.61
H -2.29 0.78 -5.76
H 0.85 0.42 -4.04
C 3.17 1.90 4.32
C 3.76 1.56 5.68
C 4.82 0.47 5.58
O 2.73 1.17 6.58
H 2.68 1.01 3.89
H 2.41 2.68 4.42
H 3.93 2.24 3.62
H 4.20 2.46 6.11
H 4.38 -0.45 5.19
H 5.23 0.25 6.56
H 5.64 0.77 4.92
H 2.32 0.37 6.24
C -1.37 4.80 2.10
C -1.77 5.36 0.75
C -3.17 4.94 0.36
O -0.82 4.96 -0.25
H -1.38 3.70 2.08
H -0.36 5.11 2.37
H -2.05 5.14 2.88
H -1.70 6.45 0.78
H -3.23 3.85 0.28
H -3.45 5.36 -0.61
H -3.91 5.28 1.09
H -0.85 4.00 -0.31
C -4.47 9.57 2.13
C -4.31 8.52 1.05
C -4.19 9.14 -0.34
O -5.39 7.59 1.09
H -5.39 10.15 1.96
H -4.55 9.11 3.11
H -3.63 10.27 2.13
H -3.41 7.93 1.25
H -5.10 9.70 -0.58
H -4.07 8.36 -1.09
H -3.34 9.82 -0.40
H -6.20 8.09 0.90
C 4.47 -3.65 3.99
C 4.72 -4.78 3.01
C 5.12 -4.25 1.64
O 3.56 -5.61 2.90
H 3.65 -3.02 3.63
H 4.18 -4.05 4.97
H 5.36 -3.03 4.12
H 5.50 -5.43 3.40
H 4.30 -3.65 1.24
H 5.30 -5.07 0.95
H 6.02 -3.64 1.69
H 2.84 -5.07 2.56
C 1.59 -5.06 -5.87
C 2.33 -3.81 -5.42
C 3.41 -4.13 -4.39
O 1.42 -2.84 -4.88
H 1.09 -5.53 -5.02
H 0.82 -4.80 -6.60
H 2.27 -5.78 -6.31
H 2.78 -3.33 -6.28
H 2.97 -4.58 -3.50
H 3.91 -3.21 -4.09
H 4.14 -4.83 -4.79
H 1.00 -3.24 -4.11
C 4.30 0.60 -6.60
C 4.80 0.16 -5.24
C 5.84 -0.95 -5.35
O 3.70 -0.27 -4.41
H 3.82 -0.23 -7.12
H 3.56 1.40 -6.50
H 5.12 0.97 -7.22
H 5.24 1.01 -4.72
H 5.40 -1.83 -5.83
H 6.16 -1.24 -4.34
H 6.73 -0.65 -5.91
H 3.29 -1.03 -4.84
C -5.04 -0.72 -8.11
C -4.70 0.74 -8.40
C -4.93 1.08 -9.86
O -3.36 1.03 -8.02
H -4.39 -1.38 -8.70
H -4.87 -0.95 -7.06
H -6.07 -0.95 -8.36
H -5.32 1.38 -7.77
H -4.29 0.48 -10.50
H -4.69 2.13 -10.05
H -5.97 0.91 -10.15
H -2.77 0.48 -8.55
C 5.53 3.25 -2.63
C 7.04 3.18 -2.78
C 7.76 3.94 -1.67
O 7.43 3.67 -4.06
H 5.18 4.29 -2.68
H 5.04 2.70 -3.43
H 5.21 2.83 -1.67
H 7.36 2.14 -2.77
H 7.48 5.00 -1.70
H 8.84 3.87 -1.80
H 7.50 3.54 -0.69
H 7.18 4.60 -4.12
C -6.36 0.38 -3.05
C -5.81 0.10 -1.66
C -4.75 -0.99 -1.69
O -6.84 -0.23 -0.75
H -6.84 -0.52 -3.44
H -7.11 1.17 -3.00
H -5.58 0.68 -3.74
H -5.37 1.02 -1.26
H -5.18 -1.93 -2.04
H -4.35 -1.18 -0.69
H -3.92 -0.72 -2.35
H -7.27 -1.04 -1.06
C -2.49 -7.61 8.98
C -2.31 -7.49 7.48
C -1.23 -8.43 6.97
O -2.01 -6.14 7.11
H -1.56 -7.35 9.50
H -3.27 -6.93 9.33
H -2.76 -8.63 9.27
H -3.25 -7.71 6.98
H -0.27 -8.19 7.42
H -1.12 -8.34 5.88
H -1.46 -9.47 7.20
H -1.18 -5.90 7.54

Atomic partial charges in e from the Löwdin method, atoms 1 to 2: C -0.048; C -0.274

=====

Arrangement B

Density functional theory data (the ωB97M-V functional and the def2-TZVPD basis) for 13 unconnected molecules or ions with the total composition C47H115NO15P.

## Properties
HOMO   -11.55 eV
Charge   +1
Spin multiplicity   1

Positions of all 179 atoms, in Å:
C 0.51 3.93 0.91
C 1.02 2.47 1.42
O 1.79 2.55 2.66
P 2.02 0.96 3.30
O 2.81 0.19 2.23
C 0.39 0.12 3.75
C 0.32 -1.44 3.30
C 0.32 -1.66 1.71
C 1.11 -2.91 1.14
C 1.11 -3.11 -0.41
C 0.37 -2.07 -1.30
N -0.34 -0.95 -0.76
C -0.39 -0.76 0.67
O 2.86 1.19 4.77
C 4.30 1.29 4.55
C 4.99 -0.19 4.48
H -0.02 3.72 -0.09
H -0.31 4.24 1.66
H 1.35 4.69 0.82
H 0.06 1.90 1.69
H 1.64 1.95 0.61
H -0.54 0.69 3.37
H 0.29 0.12 4.90
H -0.60 -1.97 3.78
H 1.24 -1.97 3.76
H 1.63 -3.63 1.86
H 1.64 -4.01 -0.86
H 0.36 -2.18 -2.45
H -0.83 -0.25 -1.36
H -0.99 0.13 1.06
H 4.73 1.78 5.50
H 4.59 1.97 3.68
H 5.48 -0.24 3.44
H 5.75 -0.32 5.32
H 4.12 -0.93 4.59
C -1.05 -5.38 5.92
C -1.29 -4.90 4.50
C -1.75 -6.03 3.60
O -0.07 -4.35 3.98
H -0.27 -6.15 5.95
H -0.71 -4.56 6.56
H -1.97 -5.80 6.35
H -2.03 -4.10 4.50
H -0.99 -6.82 3.55
H -1.90 -5.67 2.58
H -2.68 -6.47 3.96
H 0.59 -5.04 3.98
C 1.58 1.16 -3.90
C 0.29 0.73 -4.59
C 0.32 1.05 -6.07
O -0.81 1.40 -3.98
H 1.73 2.24 -3.99
H 1.54 0.93 -2.83
H 2.44 0.65 -4.34
H 0.14 -0.35 -4.45
H 0.42 2.13 -6.24
H -0.62 0.75 -6.55
H 1.14 0.54 -6.57
H -0.69 2.35 -4.10
C -3.72 -0.80 4.70
C -3.92 -0.84 6.21
C -3.73 0.53 6.83
O -2.98 -1.75 6.78
H -2.70 -0.47 4.45
H -3.85 -1.80 4.27
H -4.43 -0.12 4.23
H -4.92 -1.22 6.44
H -2.71 0.91 6.65
H -3.86 0.49 7.91
H -4.44 1.25 6.42
H -2.09 -1.43 6.59
C -3.09 -4.84 0.33
C -3.27 -4.88 -1.18
C -2.01 -5.36 -1.88
O -3.60 -3.57 -1.65
H -2.29 -4.16 0.61
H -4.00 -4.48 0.81
H -2.86 -5.84 0.72
H -4.11 -5.53 -1.44
H -1.17 -4.70 -1.68
H -2.15 -5.37 -2.97
H -1.75 -6.37 -1.56
H -2.86 -2.98 -1.43
C -4.54 -9.83 -2.01
C -3.89 -8.60 -2.63
C -4.45 -8.32 -4.01
O -2.48 -8.80 -2.71
H -4.34 -10.72 -2.62
H -4.12 -10.03 -1.02
H -5.62 -9.71 -1.92
H -4.06 -7.74 -1.98
H -4.25 -9.15 -4.69
H -3.96 -7.44 -4.45
H -5.52 -8.14 -3.98
H -2.32 -9.57 -3.29
C -0.39 4.33 6.45
C 0.26 5.57 5.84
C -0.31 5.87 4.46
O 1.67 5.36 5.74
H -0.21 3.45 5.83
H 0.04 4.12 7.43
H -1.47 4.47 6.56
H 0.11 6.43 6.50
H -0.12 5.04 3.78
H 0.18 6.75 4.03
H -1.38 6.05 4.51
H 1.81 4.60 5.16
C 3.27 6.79 -3.05
C 1.82 6.34 -2.93
C 1.20 6.82 -1.64
O 1.76 4.91 -2.99
H 3.88 6.38 -2.23
H 3.71 6.42 -3.98
H 3.35 7.88 -3.03
H 1.25 6.72 -3.78
H 1.73 6.41 -0.77
H 0.16 6.48 -1.56
H 1.21 7.91 -1.57
H 2.27 4.56 -2.24
C -2.83 5.84 -5.35
C -3.01 5.80 -3.84
C -2.82 7.17 -3.22
O -2.08 4.89 -3.27
H -1.81 6.16 -5.61
H -2.96 4.84 -5.78
H -3.54 6.52 -5.82
H -4.02 5.42 -3.61
H -1.81 7.54 -3.41
H -2.95 7.12 -2.14
H -3.54 7.89 -3.62
H -1.19 5.21 -3.47
C 4.22 0.38 -8.88
C 2.93 -0.05 -9.56
C 2.96 0.27 -11.05
O 1.82 0.62 -8.95
H 4.37 1.46 -8.97
H 4.18 0.15 -7.81
H 5.08 -0.13 -9.31
H 2.77 -1.12 -9.42
H 3.06 1.35 -11.21
H 2.02 -0.03 -11.52
H 3.78 -0.24 -11.55
H 1.95 1.57 -9.07
C -6.16 3.51 -2.60
C -7.08 4.69 -2.29
C -8.27 4.25 -1.45
O -7.55 5.26 -3.51
H -6.70 2.74 -3.17
H -5.32 3.84 -3.22
H -5.77 3.06 -1.68
H -6.52 5.46 -1.76
H -8.87 3.51 -1.97
H -8.92 5.10 -1.24
H -7.94 3.82 -0.49
H -8.05 4.58 -3.98
C 3.77 -3.40 -5.02
C 3.57 -3.43 -3.51
C 3.75 -2.05 -2.91
O 4.51 -4.33 -2.93
H 4.79 -3.07 -5.27
H 3.65 -4.40 -5.44
H 3.06 -2.73 -5.50
H 2.57 -3.80 -3.28
H 4.77 -1.67 -3.08
H 3.62 -2.08 -1.82
H 3.04 -1.33 -3.33
H 5.40 -4.01 -3.12
C 7.63 -2.20 9.59
C 7.43 -1.37 8.33
C 7.56 0.11 8.62
O 6.14 -1.64 7.79
H 6.88 -1.96 10.34
H 7.53 -3.27 9.37
H 8.62 -2.03 10.02
H 8.17 -1.66 7.57
H 6.80 0.44 9.34
H 7.40 0.70 7.71
H 8.55 0.35 9.02
H 5.48 -1.38 8.45

Atomic partial charges in e from the Löwdin method, atoms 1 to 2: C -0.066; C -0.290

=====

Relative calculated energies, zero for the most stable structure, unit eV: arrangement A 0.000; arrangement B 6.497.

=====

Arrangement A

Density functional theory data (the ωB97M-V functional and the def2-TZVPD basis) for a single H2N4O3 molecule.

## Properties
HOMO   -9.06 eV
Charge   0
Spin multiplicity   1

Positions of all 9 atoms, in Å:
N -0.24 0.34 -0.08
N -0.47 -1.34 1.32
N 0.22 -0.74 0.43
N 0.79 0.87 -2.24
O 0.65 1.12 -0.82
O -1.25 0.98 0.25
O 1.42 1.72 -2.76
H -1.15 -0.99 1.93
H 0.02 -1.97 1.98

Atomic partial charges in e from the Löwdin method, atoms 1 to 2: N -0.345; N 0.052

=====

Arrangement B

Density functional theory data (the ωB97M-V functional and the def2-TZVPD basis) for 2 unconnected molecules or ions with the total composition H2N4O3.

## Properties
HOMO (spin up / spin down)   -9.15 / -9.10 eV
Charge   0
Spin multiplicity   1

Positions of all 9 atoms, in Å:
N -0.15 -1.36 -0.08
N 1.46 0.31 -0.20
N 0.33 -0.36 -0.53
N -1.43 0.85 -0.04
O -2.15 -0.07 -0.04
O 0.09 -2.48 0.28
O -1.48 2.04 0.00
H 2.01 -0.20 0.49
H 1.33 1.28 0.13

Atomic partial charges in e from the Löwdin method, atoms 1 to 2: N -0.146; N 0.062

=====

Relative calculated energies, zero for the most stable structure, unit eV: arrangement A 0.000; arrangement B 0.989.